88
Properties=species:S:1:pos:R:3 method="wB97M-V/def2-TZVPD" gap_ev=6.8 total_charge=-1 homo_ev=-4.8 de_lowest_kcal_mol=0.0
Ga -1.49 1.10 -0.21
I -5.79 3.78 0.62
C -4.31 3.30 2.01
C -4.45 3.72 3.34
C -3.51 3.40 4.29
I -3.80 4.07 6.25
C -2.39 2.61 3.94
C -1.37 2.19 4.82
C -0.35 1.40 4.37
C -0.32 1.03 3.01
N -1.23 1.43 2.17
C -2.26 2.20 2.59
C -3.23 2.56 1.57
O -3.08 2.18 0.35
H -5.32 4.31 3.62
H -1.42 2.48 5.86
H 0.43 1.05 5.04
H 0.47 0.40 2.62
O -5.63 -1.08 -0.12
C -4.77 -0.53 -1.13
C -3.82 -1.60 -1.64
C -4.63 -2.77 -2.23
O -5.37 -3.53 -1.29
C -3.02 -1.05 -2.81
Se -1.99 0.62 -2.61
C -2.89 -2.17 -0.55
Se -2.25 -0.97 0.86
H -5.75 -0.42 0.57
H -4.21 0.31 -0.72
H -5.38 -0.16 -1.96
H -3.95 -3.47 -2.71
H -5.30 -2.37 -3.00
H -5.77 -2.89 -0.67
H -3.69 -0.84 -3.65
H -2.32 -1.81 -3.14
H -2.02 -2.62 -1.04
H -3.41 -2.96 -0.01
C 1.46 4.88 -1.05
C 1.20 4.49 0.25
C 0.41 3.38 0.51
C -0.16 2.61 -0.51
C 0.13 3.02 -1.82
C 0.92 4.13 -2.09
H 2.08 5.74 -1.26
H 1.62 5.06 1.08
H 0.23 3.13 1.55
H -0.26 2.46 -2.66
H 1.11 4.41 -3.12
C 3.95 -2.16 -2.92
Si 2.20 -1.52 -2.66
C 1.93 -0.06 -3.79
C 1.01 -2.89 -3.10
Sb 1.57 -0.71 -0.33
Si 1.83 -2.90 0.97
C 0.35 -3.97 0.60
C 3.37 -3.89 0.55
C 1.84 -2.54 2.81
Si 3.70 0.54 0.32
C 3.43 1.28 2.02
C 3.90 1.94 -0.90
C 5.31 -0.43 0.37
H 4.05 -2.51 -3.95
H 4.18 -3.00 -2.25
H 4.69 -1.38 -2.75
H 2.07 -0.35 -4.84
H 2.64 0.74 -3.57
H 0.92 0.33 -3.66
H 1.05 -3.12 -4.16
H -0.02 -2.59 -2.86
H 1.23 -3.81 -2.54
H 0.31 -4.25 -0.46
H -0.57 -3.44 0.84
H 0.40 -4.89 1.19
H 3.32 -4.27 -0.47
H 3.46 -4.75 1.23
H 4.29 -3.30 0.64
H 0.87 -2.15 3.13
H 2.61 -1.81 3.09
H 2.03 -3.46 3.36
H 2.53 1.90 2.03
H 4.28 1.91 2.30
H 3.32 0.51 2.79
H 3.00 2.55 -0.94
H 4.09 1.56 -1.91
H 4.74 2.58 -0.62
H 5.24 -1.33 0.98
H 6.11 0.19 0.79
H 5.62 -0.74 -0.63

---

86
Properties=species:S:1:pos:R:3 method="wB97M-V/def2-TZVPD" gap_ev="6.5 / 3.3" spin_multiplicity=5 s2=6.027 total_charge=+3 homo_ev="-15.9 / -15.9" de_lowest_kcal_mol=0.0
Rh -0.04 0.09 0.08
Br -2.74 1.23 0.34
C -3.48 -0.26 -0.61
Br -2.01 -1.23 -1.38
H -4.12 0.09 -1.42
H -4.02 -0.90 0.08
C 1.17 -1.98 -3.09
C 2.11 -1.29 -2.17
N 1.81 -0.47 -1.20
C 2.93 0.09 -0.63
C 4.11 -0.40 -1.14
S 3.82 -1.52 -2.39
C 2.82 1.14 0.35
C 3.87 1.91 0.79
S 3.35 3.09 1.90
C 1.72 2.49 1.74
N 1.61 1.49 0.91
C 0.63 3.13 2.50
H 0.14 -1.73 -2.87
H 1.30 -3.06 -3.05
H 1.39 -1.69 -4.12
H 5.10 -0.17 -0.83
H 4.90 1.83 0.51
H 0.89 3.20 3.56
H -0.31 2.60 2.40
H 0.49 4.16 2.16
C 2.65 -1.49 2.69
C 1.32 -1.46 3.43
C 0.94 -0.06 3.90
C 1.34 -2.40 4.62
P -0.05 -1.80 2.06
C -1.48 -1.90 3.19
C -2.39 -0.84 3.21
C -3.55 -0.91 3.95
C -3.79 -2.01 4.76
C -2.86 -3.05 4.80
C -1.73 -3.00 4.02
C 0.15 -3.60 1.36
C 0.84 -4.65 2.23
C 0.97 -3.43 0.07
C -1.27 -4.05 1.02
H 3.40 -0.94 3.26
H 2.57 -1.01 1.71
H 3.02 -2.50 2.56
H 1.78 0.37 4.45
H 0.09 -0.09 4.58
H 0.70 0.60 3.07
H 2.16 -2.09 5.26
H 1.53 -3.44 4.36
H 0.43 -2.33 5.21
H -2.17 0.06 2.65
H -4.26 -0.09 3.92
H -4.67 -2.06 5.38
H -3.03 -3.90 5.45
H -1.03 -3.82 4.08
H 1.88 -4.40 2.43
H 0.84 -5.59 1.67
H 0.31 -4.85 3.15
H 1.97 -3.08 0.29
H 0.46 -2.75 -0.60
H 1.07 -4.39 -0.43
H -1.83 -4.34 1.91
H -1.23 -4.91 0.35
H -1.83 -3.26 0.51
C 1.17 5.70 -2.74
C -0.17 5.00 -3.05
N -0.07 3.56 -3.00
C 0.30 2.88 -4.23
C 1.78 2.48 -4.26
C -0.24 2.89 -1.84
C -0.55 3.68 -0.61
N -0.17 1.60 -1.71
H 0.98 6.76 -2.57
H 1.86 5.61 -3.57
H 1.64 5.29 -1.85
H -0.50 5.30 -4.04
H -0.92 5.33 -2.33
H 0.10 3.55 -5.06
H -0.34 2.00 -4.36
H 2.41 3.35 -4.17
H 1.99 2.00 -5.21
H 2.02 1.79 -3.45
H -1.54 4.13 -0.68
H 0.17 4.48 -0.47
H -0.54 3.01 0.24
H -0.03 1.09 -2.58

---

90
Properties=species:S:1:pos:R:3 method="wB97M-V/def2-TZVPD" gap_ev=7.4 homo_ev=-7.9 smiles="CCCCN(CCCC[C@H]1NC(=O)[C@@](CC(=O)Br)(P(CC)CC)[C@]1(Cl)N=C=S)C(=S)SCCC.CC#N.CC#N.CC#N"
C -1.61 6.57 -4.75
C -0.99 5.47 -3.81
C -0.77 4.10 -4.57
C 0.67 3.61 -4.18
N 0.61 2.98 -2.81
C 0.32 1.55 -3.06
C 0.19 0.72 -1.74
C 0.51 -0.81 -2.02
C -0.55 -1.77 -1.40
C -0.56 -1.80 0.15
N -1.85 -1.74 0.86
C -1.60 -2.32 2.14
O -2.57 -2.49 2.84
C -0.08 -2.70 2.45
C 0.56 -1.51 3.25
C -0.46 -0.62 4.00
O -0.76 -0.76 5.14
Br -1.34 0.91 3.09
P -0.28 -4.40 3.23
C -1.06 -4.34 4.92
C -0.20 -3.72 6.10
C 1.28 -5.43 3.19
C 2.22 -5.33 4.44
C 0.42 -2.75 0.93
Cl 0.26 -4.41 0.15
N 1.74 -2.18 0.61
C 2.69 -2.74 1.17
S 3.94 -3.17 2.10
C 1.93 3.12 -2.25
S 3.35 2.77 -3.03
S 2.02 3.75 -0.54
C 3.34 2.74 0.25
C 2.87 2.17 1.65
C 3.19 0.62 1.63
H -1.65 7.54 -4.21
H -2.61 6.22 -5.06
H -0.93 6.73 -5.62
H -1.64 5.28 -2.94
H -0.03 5.87 -3.43
H -0.77 4.23 -5.67
H -1.51 3.35 -4.23
H 1.05 2.85 -4.90
H 1.37 4.46 -4.19
H 1.12 1.06 -3.66
H -0.66 1.46 -3.59
H 0.91 1.05 -0.96
H -0.83 0.76 -1.29
H 0.49 -0.92 -3.13
H 1.55 -1.04 -1.71
H -1.54 -1.37 -1.72
H -0.46 -2.76 -1.89
H -0.12 -0.80 0.40
H -2.57 -2.29 0.39
H 1.31 -1.87 3.98
H 1.13 -0.81 2.58
H -1.31 -5.39 5.18
H -2.04 -3.80 4.92
H 0.73 -3.26 5.72
H -0.80 -3.02 6.72
H 0.07 -4.55 6.79
H 1.90 -5.22 2.30
H 0.95 -6.49 3.07
H 3.15 -5.94 4.32
H 1.68 -5.80 5.30
H 2.46 -4.30 4.76
H 4.31 3.27 0.33
H 3.51 1.87 -0.42
H 1.78 2.31 1.80
H 3.46 2.64 2.46
H 4.19 0.49 1.14
H 2.44 0.15 0.96
H 3.22 0.18 2.65
C 1.15 2.49 -8.05
C -0.17 2.18 -7.47
N -1.21 1.94 -7.03
H 1.03 3.01 -9.00
H 1.72 3.12 -7.37
H 1.70 1.56 -8.23
C -4.42 -2.90 -2.61
C -3.43 -2.19 -3.45
N -2.67 -1.64 -4.12
H -4.12 -3.94 -2.49
H -4.48 -2.42 -1.63
H -5.40 -2.87 -3.09
C -3.05 2.01 6.03
C -4.19 2.59 6.77
N -5.07 3.04 7.36
H -2.87 0.99 6.35
H -3.27 2.01 4.96
H -2.15 2.60 6.21